Density functional theory data (ωB97M-V/def2-TZVPD) for a 9-piece molecular cluster, C44H102N4O12 overall in a non-equilibrium geometry.

## Properties
**Charge**: 0
**Frontier orbital gap**: 8.418 eV
**Total energy**: -77804.5605 eV
**SMILES string**: CC1(C)CCCC(C)(C)N1O.CC1(C)CCCC(C)(C)N1O.CC1(C)CCCC(C)(C)N1O.CC1(C)CCCC(C)(C)N1O.OCCO.OCCO.OCCO.CO.CO
**Multiplicity**: 1

Last columns: bonded neighbours and bond lengths (Å).
Geometry (Å):
1 O 3.46467 -1.85536 2.60558  C53 1.386, H147 0.964
2 O 3.27277 1.62911 1.48818  C37 1.383, H103 0.951
3 O -1.30716 -0.79609 -0.24474  C25 1.405, H150 0.967
4 O 0.00809 -5.98172 0.00750  N16 1.411, H75 0.978
5 O 1.62732 -2.80363 -4.43609  C51 1.417, H109 0.993
6 O 2.27752 2.16063 -1.39599  N14 1.470, H120 0.969
7 O 2.11730 4.00274 2.09459  N15 1.444, H143 0.996
8 O -1.63684 -3.66469 -1.31079  C36 1.424, H99 0.960
9 O -4.29767 -4.75365 -0.89505  C60 1.400, H78 0.943
10 O -0.96117 -1.47532 2.56437  C48 1.380, H93 0.978
11 O 0.84375 -5.13982 -3.00936  C33 1.457, H124 0.947
12 O -3.31427 1.36228 0.28920  N13 1.438, H106 1.005
13 N -4.58646 0.94567 -0.23487  O12 1.438, C55 1.532, C58 1.511
14 N 3.01488 2.74512 -2.52486  O6 1.470, C35 1.457, C57 1.485
15 N 1.06893 4.04830 3.08588  O7 1.444, C30 1.523, C38 1.534
16 N 1.12374 -6.24740 0.82864  O4 1.411, C39 1.510, C46 1.464
17 C 3.10356 -7.66803 1.19539  C46 1.564, C54 1.504, H123 1.103, H127 1.087
18 C -1.04556 5.33552 4.50864  C24 1.574, C52 1.527, H98 1.113, H116 1.110
19 C 3.24436 4.71327 -3.95495  C20 1.531, C57 1.570, H94 1.046, H130 1.081
20 C 3.38937 3.73802 -5.12621  C19 1.531, C56 1.458, H88 1.118, H107 1.114
21 C 0.81469 -8.54983 0.66329  C46 1.555, H65 1.137, H77 1.120, H152 1.080
22 C -0.41298 2.66204 1.80417  C30 1.500, H64 1.111, H126 1.096, H139 1.093
23 C 3.06839 -5.29994 2.00862  C39 1.533, C54 1.535, H91 1.085, H101 1.078
24 C -1.25299 4.09559 3.56203  C18 1.574, C30 1.496, H111 1.118, H135 1.129
25 C -0.09518 -0.18798 -0.61219  O3 1.405, H87 1.056, H89 1.106, H115 1.109
26 C 1.88377 6.53724 3.43071  C38 1.595, H105 1.056, H121 1.061, H128 1.104
27 C -5.85559 1.92616 1.78200  C55 1.534, H81 1.118, H154 1.099, H156 1.128
28 C 2.78479 4.95012 -1.52853  C57 1.524, H90 1.093, H95 1.088, H125 1.117
29 C 2.70389 4.49024 4.73372  C38 1.550, H131 1.031, H148 1.078, H155 1.113
30 C -0.29757 4.02837 2.41346  N15 1.523, C22 1.500, C24 1.496, C49 1.507
31 C -4.90406 -0.30680 1.86157  C55 1.529, H100 1.123, H112 1.132, H153 1.109
32 C 0.85826 -4.17392 1.94846  C39 1.471, H102 1.088, H129 1.143, H141 1.095
33 C 0.02117 -4.37701 -3.93902  O11 1.457, C51 1.528, H66 1.100, H80 1.098
34 C -5.24305 3.35847 -0.78712  C58 1.578, H82 1.085, H118 1.101, H140 1.099
35 C 3.23228 1.72761 -3.54516  N14 1.457, C40 1.568, C47 1.565, C56 1.535
36 C -2.82260 -3.24184 -1.97549  O8 1.424, C60 1.531, H113 1.126, H137 1.081
37 C 3.11770 0.51464 2.29272  O2 1.383, C53 1.508, H149 1.139, H159 1.142
38 C 1.45832 5.14531 4.08426  N15 1.534, C26 1.595, C29 1.550, C52 1.504
39 C 1.83011 -4.95822 1.17202  N16 1.510, C23 1.533, C32 1.471, C41 1.558
40 C 1.96862 0.92965 -4.01797  C35 1.568, H74 1.114, H110 1.062, H158 1.078
41 C 2.31006 -4.13035 -0.05786  C39 1.558, H61 1.095, H104 1.129, H108 1.089
42 C -7.43707 1.04066 -0.78954  C45 1.554, C59 1.526, H84 1.105, H119 1.110
43 C -4.05354 1.80506 -2.42762  C58 1.496, H63 1.069, H71 1.099, H72 1.087
44 C 2.07497 -7.49134 -1.21604  C46 1.556, H144 1.063, H146 1.098, H160 1.085
45 C -6.82646 0.06767 0.25647  C42 1.554, C55 1.553, H96 1.081, H138 1.106
46 C 1.83079 -7.42404 0.31950  N16 1.464, C17 1.564, C21 1.555, C44 1.556
47 C 4.26916 0.76358 -2.87935  C35 1.565, H67 1.081, H86 1.108, H92 1.093
48 C -0.18278 -1.11292 3.64491  O10 1.380, H76 1.082, H145 1.082, H157 1.132
49 C -0.48060 5.14706 1.42116  C30 1.507, H68 1.094, H85 1.101, H136 1.102
50 C 0.89459 4.04863 -2.96004  C57 1.570, H73 1.104, H142 1.077, H162 1.100
51 C 0.29068 -2.87288 -3.97081  O5 1.417, C33 1.528, H62 1.087, H83 1.086
52 C 0.35972 5.27520 5.10383  C18 1.527, C38 1.504, H69 1.073, H133 1.086
53 C 3.77495 -0.75719 1.81860  O1 1.386, C37 1.508, H97 1.102, H122 1.114
54 C 3.91958 -6.42096 1.39708  C17 1.504, C23 1.535, H117 1.076, H151 1.092
55 C -5.56723 0.69418 0.91462  N13 1.532, C27 1.534, C31 1.529, C45 1.553
56 C 3.95704 2.47320 -4.67396  C20 1.458, C35 1.535, H70 1.097, H132 1.095
57 C 2.44930 4.09947 -2.74793  N14 1.485, C19 1.570, C28 1.524, C50 1.570
58 C -5.05712 1.88478 -1.32072  N13 1.511, C34 1.578, C43 1.496, C59 1.543
59 C -6.39962 1.35346 -1.86395  C42 1.526, C58 1.543, H134 1.064, H161 1.123
60 C -3.76421 -4.43582 -2.15036  O9 1.400, C36 1.531, H79 1.107, H114 1.088
61 H 1.47713 -3.77312 -0.67298  C41 1.095
62 H 0.11981 -2.38318 -3.01559  C51 1.087
63 H -3.21561 2.32729 -2.01721  C43 1.069
64 H 0.03060 1.96206 2.54376  C22 1.111
65 H 1.26031 -9.59082 0.76611  C21 1.137
66 H -1.00757 -4.49997 -3.56865  C33 1.100
67 H 5.14957 1.26129 -2.49727  C47 1.081
68 H -1.52828 5.31756 1.15606  C49 1.094
69 H 0.37456 4.44066 5.77763  C52 1.073
70 H 3.88830 1.81679 -5.55003  C56 1.097
71 H -4.43835 2.33875 -3.30788  C43 1.099
72 H -3.92632 0.74993 -2.65513  C43 1.087
73 H 0.44944 3.54248 -2.08620  C50 1.104
74 H 1.16508 1.53343 -4.49874  C40 1.114
75 H 0.40552 -5.72697 -0.84886  O4 0.978
76 H 0.04759 -0.05659 3.61038  C48 1.082
77 H 0.41825 -8.40363 1.70049  C21 1.120
78 H -3.49527 -4.78320 -0.40144  O9 0.943
79 H -3.08778 -5.25068 -2.47279  C60 1.107
80 H 0.18820 -4.81548 -4.93164  C33 1.098
81 H -4.90461 2.44342 2.06131  C27 1.118
82 H -4.50000 3.57628 -0.02696  C34 1.085
83 H -0.30171 -2.43045 -4.76692  C51 1.086
84 H -8.36887 0.53407 -1.10054  C42 1.105
85 H -0.21859 6.11599 1.87422  C49 1.101
86 H 3.79958 0.33807 -1.97049  C47 1.108
87 H -0.30636 0.44388 -1.43200  C25 1.056
88 H 2.39397 3.63169 -5.62417  C20 1.118
89 H 0.31907 0.49227 0.15550  C25 1.106
90 H 3.80924 5.31756 -1.62722  C28 1.093
91 H 3.64663 -4.38499 2.07760  C23 1.085
92 H 4.55693 -0.07043 -3.52450  C47 1.093
93 H -1.32253 -2.37432 2.69391  O10 0.978
94 H 4.20754 4.98663 -3.65112  C19 1.046
95 H 2.69186 4.41062 -0.58853  C28 1.088
96 H -6.70630 -0.86148 -0.28318  C45 1.081
97 H 4.87018 -0.71943 1.70037  C53 1.102
98 H -1.11425 6.36332 4.08659  C18 1.113
99 H -1.30667 -2.88965 -0.84946  O8 0.960
100 H -5.62307 -0.73411 2.61083  C31 1.123
101 H 2.87821 -5.61275 3.02257  C23 1.078
102 H 1.25939 -3.18888 2.17764  C32 1.088
103 H 2.85993 2.42246 1.81260  O2 0.951
104 H 3.06203 -4.65382 -0.71722  C41 1.129
105 H 2.48065 7.00661 4.16393  C26 1.056
106 H -2.66548 0.66895 -0.04099  O12 1.005
107 H 4.06312 4.13170 -5.92172  C20 1.114
108 H 2.81299 -3.22439 0.27662  C41 1.089
109 H 2.00979 -1.88781 -4.40640  O5 0.993
110 H 2.19651 0.25687 -4.80756  C40 1.062
111 H -1.15388 3.23254 4.26636  C24 1.118
112 H -4.42881 -1.15150 1.27713  C31 1.132
113 H -2.50739 -2.88853 -2.99717  C36 1.126
114 H -4.50281 -4.30385 -2.93808  C60 1.088
115 H 0.72517 -0.91457 -0.78285  C25 1.109
116 H -1.72974 5.37483 5.38180  C18 1.110
117 H 4.71663 -6.67810 2.07221  C54 1.076
118 H -6.14990 3.47188 -0.17297  C34 1.101
119 H -7.78388 1.96136 -0.27506  C42 1.110
120 H 2.86355 2.08623 -0.62769  O6 0.969
121 H 2.47844 6.40493 2.56211  C26 1.061
122 H 3.28522 -0.91717 0.83059  C53 1.114
123 H 3.76981 -8.35317 0.64416  C17 1.103
124 H 1.72654 -4.85901 -3.20617  O11 0.947
125 H 2.12883 5.84932 -1.43282  C28 1.117
126 H 0.05698 2.63340 0.81478  C22 1.096
127 H 2.90920 -8.01626 2.20628  C17 1.087
128 H 0.99647 7.13241 3.15418  C26 1.104
129 H -0.11271 -3.96544 1.38350  C32 1.143
130 H 2.71496 5.63426 -4.15644  C19 1.081
131 H 3.46843 4.38378 4.05075  C29 1.031
132 H 4.99668 2.57354 -4.34401  C56 1.095
133 H 0.38587 6.19875 5.67443  C52 1.086
134 H -6.83347 1.93718 -2.64100  C59 1.064
135 H -2.31619 4.22237 3.20521  C24 1.129
136 H 0.06516 5.08456 0.46563  C49 1.102
137 H -3.23226 -2.38570 -1.45791  C36 1.081
138 H -7.53280 -0.00882 1.10361  C45 1.106
139 H -1.47241 2.43528 1.66177  C22 1.093
140 H -5.21671 4.07870 -1.61695  C34 1.099
141 H 0.66931 -4.76512 2.85049  C32 1.095
142 H 0.76113 3.38196 -3.79577  C50 1.077
143 H 1.74290 4.48220 1.30634  O7 0.996
144 H 2.70409 -6.69734 -1.53720  C44 1.063
145 H 0.77886 -1.60703 3.59337  C48 1.082
146 H 1.15110 -7.57065 -1.80434  C44 1.098
147 H 3.70611 -1.58569 3.49953  O1 0.964
148 H 2.43283 3.51507 5.10569  C29 1.078
149 H 3.40059 0.72817 3.37491  C37 1.139
150 H -1.25035 -0.90819 0.71366  O3 0.967
151 H 4.32833 -6.00445 0.47457  C54 1.092
152 H 0.02217 -8.63029 -0.06622  C21 1.080
153 H -4.13451 0.14966 2.51665  C31 1.109
154 H -6.60595 2.62895 1.39286  C27 1.099
155 H 3.06054 5.04356 5.63115  C29 1.113
156 H -6.33252 1.54256 2.72935  C27 1.128
157 H -0.69329 -1.42892 4.60418  C48 1.132
158 H 1.52860 0.39238 -3.19302  C40 1.078
159 H 1.98633 0.36577 2.34443  C37 1.142
160 H 2.65805 -8.38716 -1.40493  C44 1.085
161 H -6.18650 0.37379 -2.36895  C59 1.123
162 H 0.47550 5.04074 -3.18152  C50 1.100